{
  "formula": "C3F4O2",
  "method": "ωB97M-V/def2-TZVPD",
  "e_tot_ha": -664.19060,
  "homo_energy_ha": -0.3436,
  "multiplicity": 1,
  "relative_energy_kj_mol": 148.4,
  "symbols": ["O", "C", "C", "F", "F", "O", "C", "F", "F"],
  "xyz": [[2.029, -1.066, -1.782], [0.959, -1.343, -1.428], [-0.257, -1.638, -1.049], [-0.795, -2.857, -1.134], [-1.095, -0.734, -0.520], [0.327, 0.798, 1.745], [-0.168, 1.817, 1.497], [0.192, 2.660, 0.553], [-1.191, 2.364, 2.119]]
}


{
  "formula": "C3H10BOSn",
  "method": "ωB97M-V/def2-TZVPD",
  "e_tot_ha": -434.27309,
  "homo_energy_ha": -0.5278,
  "multiplicity": 1,
  "total_charge": 1,
  "relative_energy_kj_mol": 0.0,
  "symbols": ["Sn", "B", "H", "H", "H", "H", "C", "C", "O", "C", "H", "H", "H", "H", "H", "H"],
  "xyz": [[-0.604, 1.530, -1.571], [-2.835, 1.172, -3.477], [-3.389, 1.613, -2.585], [-2.177, 0.311, -3.080], [-3.572, 0.822, -4.255], [-2.137, 1.972, -3.895], [0.325, -0.689, 2.402], [1.336, -0.360, 1.353], [1.143, 0.378, 0.393], [2.688, -0.988, 1.602], [-0.695, -0.322, 2.290], [0.714, -0.397, 3.379], [0.180, -1.763, 2.544], [2.946, -1.092, 2.653], [3.416, -0.271, 1.220], [2.662, -1.915, 1.028]]
}